Here is a cluster of 8 separate species, C14H47B2O12PS7 in total from OMol25. Energies are from ωB97M-V/def2-TZVPD.

Structure (XYZ):
```
83
Properties=species:S:1:pos:R:3
O -1.61 3.07 -4.14
P -0.91 2.21 -5.12
O -1.70 2.06 -6.49
O -0.76 0.67 -4.65
B 0.83 2.92 -5.51
B 1.43 4.10 -4.44
O 2.19 3.95 -3.33
O 1.06 5.40 -4.76
H -1.18 2.29 -7.29
H 0.01 0.51 -4.10
H 1.31 2.63 -6.56
H 2.57 3.07 -3.19
H 0.09 5.47 -4.82
C -1.83 1.06 -0.86
S -0.23 1.87 -0.90
O 0.66 1.12 0.04
C -0.73 3.37 -0.04
H -1.71 0.09 -1.33
H -2.14 0.94 0.18
H -2.54 1.66 -1.43
H -1.12 3.10 0.94
H -1.48 3.88 -0.64
H 0.16 3.99 0.06
C 0.22 0.47 5.51
S 0.68 2.01 4.72
O -0.54 2.88 4.69
C 0.87 1.34 3.08
H 0.01 0.69 6.56
H -0.67 0.07 5.02
H 1.05 -0.23 5.44
H -0.07 0.87 2.77
H 1.68 0.60 3.08
H 1.12 2.15 2.41
C -0.22 -4.05 2.24
S 0.38 -2.41 2.64
O -0.83 -1.61 3.02
C 0.80 -1.92 0.97
H -0.58 -4.51 3.16
H -1.05 -3.96 1.54
H 0.59 -4.64 1.82
H -0.09 -2.00 0.34
H 1.60 -2.55 0.59
H 1.11 -0.88 1.01
C -0.86 5.23 -10.28
S 0.30 4.43 -9.17
O -0.41 3.27 -8.55
C 0.30 5.72 -7.93
H -1.02 4.56 -11.13
H -1.80 5.39 -9.75
H -0.43 6.16 -10.63
H -0.73 5.87 -7.58
H 0.71 6.64 -8.34
H 0.92 5.38 -7.11
C -5.61 -5.82 1.01
S -3.99 -5.09 0.74
O -3.08 -5.71 1.74
C -4.39 -3.45 1.38
H -5.54 -6.86 0.72
H -5.87 -5.73 2.06
H -6.34 -5.31 0.38
H -4.74 -3.55 2.40
H -5.15 -2.99 0.74
H -3.47 -2.86 1.35
C 5.68 3.47 7.39
S 4.16 2.58 7.00
O 4.43 1.79 5.77
C 3.22 4.03 6.51
H 6.42 2.73 7.69
H 6.01 4.00 6.50
H 5.49 4.17 8.21
H 3.73 4.53 5.68
H 3.12 4.71 7.36
H 2.24 3.69 6.19
C -0.43 -7.79 1.93
S 1.17 -7.48 1.17
O 1.05 -7.85 -0.26
C 2.04 -8.83 1.98
H -1.14 -7.06 1.53
H -0.75 -8.80 1.69
H -0.35 -7.65 3.01
H 1.55 -9.77 1.72
H 2.05 -8.67 3.05
H 3.06 -8.82 1.59
```

Output
- HOMO energy: -8.176 eV
- Frontier orbital gap: 7.089 eV


Here is the molecule C5H5NO at a distorted geometry from OMol25. Energies are from ωB97M-V/def2-TZVPD.

Structure (XYZ):
```
12
Properties=species:S:1:pos:R:3
O 0.54 0.83 -2.10
C 0.84 0.82 -0.73
C -0.39 0.45 0.12
C -0.75 -0.99 0.11
C -0.92 -2.03 0.69
C -0.18 0.59 1.59
N -0.10 0.44 2.73
H 0.52 -0.08 -2.43
H 1.67 0.15 -0.49
H 1.14 1.84 -0.48
H -1.23 1.08 -0.20
H -1.03 -2.86 1.35
```

Output
- HOMO energy: -10.610 eV
- Frontier orbital gap: 11.119 eV
- SMILES string: C#C[C@@H](C#N)CO
- ΔE to the lowest compared entry with this formula, charge and spin: 70.2 kcal/mol


Here is a structure of composition C35H25Cl2GaN6O6 from OMol25. Energies are from ωB97M-V/def2-TZVPD.

Structure (XYZ):
```
75
Properties=species:S:1:pos:R:3
Ga 1.01 -0.76 -0.04
C 1.48 0.11 4.31
C 0.67 -0.85 4.89
C 0.11 -1.83 4.09
C 0.39 -1.83 2.74
N 1.15 -0.88 2.18
C 1.69 0.06 2.94
C -0.11 -2.85 1.79
C -0.62 -4.07 2.21
C -0.98 -5.00 1.25
C -0.82 -4.69 -0.09
C -0.31 -3.45 -0.42
N 0.02 -2.54 0.50
H 1.94 0.89 4.90
H 0.47 -0.83 5.95
H -0.54 -2.58 4.52
H 2.30 0.80 2.45
H -0.68 -4.30 3.26
H -1.35 -5.97 1.55
H -1.06 -5.40 -0.87
H -0.17 -3.15 -1.45
Cl -2.27 3.19 -0.73
C -2.85 1.98 0.36
C -3.24 2.38 1.63
C -3.56 1.43 2.58
C -3.48 0.09 2.27
C -3.14 -0.29 0.99
Cl -3.04 -2.00 0.62
C -2.84 0.64 -0.02
N -2.50 0.20 -1.29
C -3.00 0.67 -2.51
C -4.13 1.49 -2.58
C -4.59 1.94 -3.81
C -3.96 1.54 -4.98
C -2.86 0.70 -4.91
C -2.37 0.26 -3.69
C -1.23 -0.74 -3.64
C -0.04 -0.31 -2.78
O 0.75 0.53 -3.19
O 0.06 -0.95 -1.66
H -3.23 3.43 1.87
H -3.84 1.74 3.58
H -3.70 -0.67 3.00
H -2.09 -0.72 -1.32
H -4.63 1.79 -1.67
H -5.45 2.59 -3.85
H -4.32 1.88 -5.94
H -2.37 0.37 -5.82
H -0.84 -0.88 -4.65
H -1.59 -1.71 -3.29
N 4.37 -0.33 0.37
C 3.69 -1.49 0.53
O 2.64 -1.67 -0.20
C 4.08 -2.44 1.47
C 5.26 -2.25 2.22
N 6.21 -2.03 2.85
C 3.24 -3.57 1.70
N 2.54 -4.46 1.88
H 4.17 0.18 -0.48
H 5.26 -0.22 0.82
O 2.43 0.86 -1.45
C 2.49 2.22 -1.26
C 3.27 2.98 -2.12
C 3.44 4.33 -1.91
C 2.83 4.94 -0.82
C 2.05 4.19 0.04
C 1.85 2.83 -0.18
C 0.88 2.13 0.74
O 0.47 2.69 1.73
O 0.45 0.94 0.38
H 1.83 0.66 -2.24
H 3.75 2.48 -2.95
H 4.05 4.91 -2.59
H 2.96 6.00 -0.64
H 1.54 4.64 0.88
```

Output
- HOMO energy: -7.922 eV
- Frontier orbital gap: 7.064 eV
- ΔE to the lowest compared entry with this formula, charge and spin: 25.3 kcal/mol


Here is the ion C5H12N3S with charge +1 at a distorted geometry from OMol25. Energies are from ωB97M-V/def2-TZVPD.

Structure (XYZ):
```
21
Properties=species:S:1:pos:R:3
C 1.35 -1.59 -0.56
C -1.07 -0.34 -0.05
C -1.48 1.99 -0.85
C 1.98 0.28 0.91
C -1.47 1.05 0.27
N 0.37 -1.26 -1.55
N -0.62 -0.67 -1.18
N 1.23 -0.92 0.61
S -2.17 -1.47 0.72
H 1.26 -2.61 -0.34
H 2.36 -1.26 -1.01
H -0.43 2.49 -0.90
H -2.15 2.84 -0.57
H -1.72 1.45 -1.79
H 1.66 0.99 0.17
H 2.00 0.66 1.97
H 3.01 -0.02 0.86
H -2.50 0.89 0.66
H -0.94 1.55 1.09
H 1.05 -1.48 1.41
H -1.72 -2.59 0.14
```

Output
- Net charge: +1
- HOMO energy: -13.902 eV
- Frontier orbital gap: 8.913 eV
- ΔE to the lowest compared entry with this formula, charge and spin: 92.1 kcal/mol


Here is a structure of composition C18H41N2P3RuSSe at a distorted geometry from OMol25. Energies are from ωB97M-V/def2-TZVPD.

Structure (XYZ):
```
67
Properties=species:S:1:pos:R:3
Ru -0.03 -0.03 0.03
P 0.23 1.80 1.29
P -2.29 0.43 -0.40
P 2.25 -0.27 -0.41
H -1.41 -2.97 -8.12
C -0.56 -3.65 -7.94
C -0.73 -4.86 -7.39
H -1.73 -5.26 -7.20
C 0.37 3.43 0.46
C -1.10 2.08 2.50
C 1.71 1.84 2.36
C -2.91 -0.72 -1.69
C -3.44 0.12 0.99
C -2.85 2.07 -1.01
C 2.56 -1.54 -1.68
C 3.38 -0.79 0.92
C 3.16 1.20 -1.05
H 0.43 -3.35 -8.29
H 0.14 -5.51 -7.25
H 0.41 4.21 1.23
H -0.50 3.61 -0.19
H 1.29 3.47 -0.14
H -0.76 2.85 3.22
H -1.32 1.15 3.05
H -2.01 2.43 2.00
H 1.60 2.69 3.06
H 2.62 1.98 1.77
H 1.76 0.91 2.95
H -4.01 -0.76 -1.67
H -2.51 -1.72 -1.48
H -2.57 -0.40 -2.68
H -4.38 0.66 0.83
H -3.01 0.45 1.94
H -3.65 -0.96 1.07
H -3.94 2.08 -1.07
H -2.43 2.26 -2.01
H -2.53 2.88 -0.34
H 3.63 -1.79 -1.73
H 2.22 -1.21 -2.67
H 2.01 -2.45 -1.42
H 4.39 -0.91 0.52
H 3.05 -1.74 1.35
H 3.41 -0.04 1.73
H 4.23 0.98 -1.08
H 3.01 2.08 -0.42
H 2.83 1.45 -2.07
C 0.12 -0.04 -3.92
C -0.25 -1.39 -3.93
C -0.29 -2.04 -5.17
C 0.03 -1.32 -6.32
C 0.44 0.00 -6.30
C 0.49 0.67 -5.08
Se 0.13 1.04 -2.32
H 0.17 -0.55 -1.58
H -0.52 -1.91 -3.01
H -0.58 -3.10 -5.20
H -0.05 -1.78 -7.29
H 0.71 0.48 -7.24
H 0.78 1.71 -5.01
N 0.87 -0.87 3.78
C 0.62 -1.71 2.75
N 1.53 -2.70 2.55
S -0.71 -1.56 1.70
H 1.57 -1.13 4.47
H 0.11 -0.28 4.13
H 1.29 -3.41 1.87
H 2.06 -3.05 3.35
```

Output
- Spin multiplicity: 5
- Net charge: +4
- HOMO energy (alpha / beta): -18.826 / -19.697 eV
- ⟨S²⟩: 6.028
- Frontier orbital gap (alpha / beta): 7.254 / 4.065 eV
- ΔE to the lowest compared entry with this formula, charge and spin: 0.0 kcal/mol


Here is a cluster of 8 separate species, C39H52N8O14 in total at a distorted geometry from OMol25. Energies are from ωB97M-V/def2-TZVPD.

Structure (XYZ):
```
113
Properties=species:S:1:pos:R:3
C -2.88 35.60 39.99
C -2.66 35.98 41.46
C -1.64 37.15 41.64
C -1.55 37.58 43.12
C -2.89 38.28 43.38
C -4.06 37.22 43.26
N -3.91 36.41 42.08
O -5.02 35.72 41.65
C -5.37 37.97 43.18
C -4.10 36.28 44.48
C -2.20 34.67 42.12
H -3.60 34.72 39.76
H -1.96 35.59 39.33
H -3.63 36.37 39.52
H -1.96 37.89 41.09
H -0.64 36.78 41.26
H -0.80 38.35 43.39
H -1.14 36.87 43.98
H -2.96 39.02 42.67
H -2.91 38.76 44.44
H -5.68 38.23 42.16
H -5.36 38.91 43.78
H -6.26 37.42 43.64
H -3.31 35.73 44.52
H -4.79 35.32 44.53
H -4.34 36.71 45.47
H -3.00 33.85 41.77
H -1.69 34.67 43.12
H -1.30 34.24 41.82
N 1.12 37.93 45.93
O 0.52 39.04 46.00
O 0.68 36.93 46.37
O 1.94 37.93 44.96
C 6.42 37.34 42.78
C 7.44 36.66 43.72
C 7.52 37.06 45.20
C 6.39 37.90 45.72
C 5.36 38.39 44.72
C 5.38 38.05 43.18
N 6.20 38.12 47.18
O 7.09 38.76 47.71
O 5.32 37.57 47.80
H 6.54 37.09 41.85
H 8.32 36.12 43.40
H 8.12 36.64 45.89
H 4.36 39.03 45.01
H 4.79 38.43 42.35
C -0.88 40.82 50.48
C -0.68 40.50 49.09
C -0.71 41.54 48.09
C -1.14 42.92 48.63
C -1.32 43.11 50.08
C -1.08 42.04 51.12
N -1.44 44.06 47.74
O -1.50 43.88 46.46
O -1.56 45.13 48.25
H -0.54 39.80 51.19
H -0.53 39.52 48.68
H -0.40 41.45 46.90
H -1.46 44.04 50.63
H -1.07 42.14 52.25
C -2.15 37.23 50.58
C -3.53 37.83 51.01
C -4.39 38.51 50.00
C -4.03 38.40 48.55
C -2.65 37.92 48.17
C -1.70 37.22 49.20
N -4.92 38.99 47.53
O -4.53 38.98 46.25
O -6.14 39.33 47.82
H -1.42 36.83 51.40
H -3.83 37.83 52.14
H -5.38 38.95 50.32
H -2.29 37.95 47.13
H -0.83 36.88 48.75
C 1.68 36.20 51.28
C 2.10 36.13 49.84
C 2.62 37.47 49.13
C 3.05 38.66 49.90
C 2.72 38.60 51.41
C 1.92 37.36 51.98
N 3.54 39.92 49.28
O 3.50 40.00 47.95
O 3.56 40.94 49.97
H 1.22 35.20 51.84
H 2.10 35.16 49.38
H 2.67 37.49 47.99
H 2.86 39.52 51.94
H 1.39 37.43 53.01
C -3.66 33.26 46.32
O -4.44 32.59 45.56
N -2.37 33.16 46.05
C -1.46 34.02 46.88
C -1.84 32.33 44.91
H -3.97 33.68 47.18
H -1.14 34.86 46.23
H -0.62 33.31 47.25
H -1.78 34.19 47.80
H -2.57 32.45 43.95
H -1.88 31.42 45.16
H -0.86 32.69 44.56
C 2.01 32.81 43.07
O 1.71 31.64 42.87
N 2.34 33.13 44.38
C 2.56 34.56 44.67
C 2.53 32.10 45.33
H 1.75 33.70 42.33
H 3.02 34.72 45.69
H 1.52 34.93 44.56
H 3.00 35.18 43.69
H 1.60 31.86 45.66
H 3.26 32.44 46.16
H 2.73 31.23 44.96
```

Output
- HOMO energy: -7.926 eV
- Frontier orbital gap: 3.174 eV
- ΔE to the lowest compared entry with this formula, charge and spin: 39.3 kcal/mol